Computed, not measured: a single C19H21NO3S molecule, with ωB97M-V with the def2-TZVPD basis set.

XYZ file:
```
45
Properties=species:S:1:pos:R:3:mulliken_charge:R:1
C -3.80767 -2.74915 -0.06399 -0.70
H -4.04486 -2.65436 -1.12892 0.31
O -3.99173 -1.53377 0.61878 -0.48
C -3.21795 -0.46597 0.27887 0.34
C -3.41275 0.69537 1.02152 -0.80
C -2.65155 1.81388 0.75617 -0.45
C -1.68819 1.82091 -0.24235 0.18
C -1.50028 0.65042 -0.98765 0.72
C -2.26516 -0.47979 -0.73351 0.01
H -2.10666 -1.37365 -1.31185 0.54
O -0.52785 0.68998 -1.95979 -0.54
C -0.22747 -0.48667 -2.67094 -0.98
H -1.08094 -0.83036 -3.26259 0.40
H 0.58705 -0.22364 -3.34510 0.29
H 0.10348 -1.28584 -1.99911 0.30
C -0.80503 3.02585 -0.43575 -1.36
H -0.51660 3.13442 -1.48044 0.30
H -1.31124 3.92574 -0.08991 0.52
C 0.42529 2.78156 0.43766 0.61
O 0.57408 3.26036 1.54032 -0.66
N 1.30633 1.93585 -0.14300 -0.08
H 1.02379 1.52196 -1.02150 0.37
C 2.31816 1.19837 0.59350 -0.21
C 1.79952 -0.21476 0.79696 -0.40
C 0.55592 -0.34307 1.41231 -0.38
C -0.06934 -1.56694 1.54428 -0.77
C 0.54590 -2.70620 1.04822 -0.73
C 1.79599 -2.60971 0.47358 -0.73
C 2.43287 -1.37577 0.36043 0.92
S 4.06266 -1.39054 -0.31970 -0.22
C 4.62455 0.23144 0.28165 -0.78
C 3.64458 1.29675 -0.16425 -0.85
H 3.45619 1.17898 -1.23485 0.34
H 4.06973 2.28970 -0.00624 0.39
H 4.70503 0.18274 1.36809 0.40
H 5.61238 0.38268 -0.15086 0.48
H 2.30715 -3.48824 0.10928 0.40
H 0.06485 -3.66988 1.12961 0.42
H -1.03235 -1.62646 2.02747 0.50
H 0.07044 0.54468 1.78912 0.63
H 2.40569 1.68917 1.57107 0.45
H -2.79335 2.70636 1.34617 0.42
H -4.15471 0.69364 1.80283 0.44
H -4.50115 -3.45220 0.39478 0.25
H -2.78478 -3.12379 0.04963 0.21
```

The calculation puts the orbital gap at 8.70 eV.


Computed, not measured: a molecular structure, C33H49Cl2MoN5SbSeSi3, with ωB97M-V with the def2-TZVPD basis set.

XYZ file:
```
95
Properties=species:S:1:pos:R:3:mulliken_charge:R:1
Mo -0.47027 0.19783 0.00492 -1.78
C 4.06727 -1.74015 0.73262 -1.59
Sb 1.94688 -1.85055 0.43099 0.46
C 1.69590 0.24427 -0.23658 1.67
C 2.36952 1.25381 0.66941 -1.04
C 3.76017 1.41671 0.69961 -0.75
C 4.33333 2.38701 1.50102 -1.06
C 3.51062 3.19853 2.26779 -1.02
C 2.14654 2.98660 2.16720 -0.52
N 1.59137 2.06206 1.39364 0.56
Si 2.42563 0.32681 -2.00945 0.78
C 1.67087 -0.84223 -3.27576 -0.73
C 2.25598 2.12405 -2.53993 -1.06
C 4.24110 -0.13961 -2.30649 -1.60
C 1.12073 -2.03193 2.52802 2.39
C 0.41996 -0.82673 3.07806 -2.47
C 0.29922 -0.69289 4.47371 -0.94
C -0.34890 0.37396 5.04269 -1.20
C -0.89794 1.33821 4.20287 -1.23
C -0.78022 1.14233 2.85330 -1.04
N -0.16339 0.08325 2.28484 2.10
Si -0.26741 -3.34250 2.37919 0.52
C 0.25210 -4.91358 1.51307 -1.14
C -1.06044 -3.83672 3.99954 -1.32
C -1.66646 -2.47831 1.44645 0.35
Si 2.60511 -2.58105 3.63481 1.01
C 3.47686 -4.02407 2.78550 -1.40
C 2.25066 -3.31490 5.33748 -1.42
C 3.64102 -1.04607 3.96766 -1.08
H 4.44897 -1.24543 -0.15214 0.56
H 4.48806 -2.73717 0.78757 0.57
H 4.33621 -1.15574 1.60487 0.23
H 4.40088 0.77908 0.11237 0.36
H 5.40857 2.50510 1.52148 0.49
H 3.90539 3.97208 2.90946 0.49
H 1.45617 3.60425 2.73390 0.48
H 0.60883 -0.75226 -3.47535 0.16
H 1.88475 -1.88218 -3.01535 0.26
H 2.19206 -0.64650 -4.21384 0.51
H 1.76222 2.72459 -1.77786 0.00
H 1.68916 2.21561 -3.46532 0.43
H 3.23813 2.56028 -2.72121 0.50
H 4.41720 -1.21326 -2.23707 0.36
H 5.02017 0.37587 -1.74816 0.47
H 4.39783 0.12136 -3.35726 0.45
H 0.71363 -1.45914 5.10312 0.53
H -0.43119 0.45424 6.11787 0.50
H -1.40384 2.21463 4.57776 0.57
H -1.18507 1.87231 2.16730 0.47
H 0.99425 -5.45262 2.10045 0.35
H 0.66154 -4.75953 0.51440 0.24
H -0.61952 -5.56358 1.42300 0.49
H -0.43264 -4.48368 4.60538 0.40
H -1.96049 -4.40681 3.76018 0.47
H -1.36868 -2.98527 4.60595 0.36
H -1.27236 -1.80669 0.65878 -0.87
H -2.24782 -1.85798 2.12860 0.30
H -2.33903 -3.16590 0.93545 0.57
H 3.26219 -4.92931 3.35490 0.44
H 4.55854 -3.89204 2.79146 0.43
H 3.17586 -4.21962 1.75804 0.34
H 1.48757 -4.08785 5.34667 0.33
H 2.02311 -2.59124 6.11748 0.46
H 3.18470 -3.80059 5.63302 0.42
H 3.42036 -0.22836 3.27934 0.17
H 4.71009 -1.25356 3.91426 0.49
H 3.43572 -0.68378 4.97509 0.38
Cl -4.33756 0.05681 -1.27228 -0.27
C -3.18402 2.42153 0.37770 0.69
C -4.16717 3.36182 0.62385 -0.70
C -3.87494 4.70880 0.43419 -0.78
C -2.61272 5.10118 0.01813 -0.32
C -1.62445 4.15500 -0.22509 0.15
Cl -0.06062 4.66359 -0.73856 -0.18
C -1.90548 2.80190 -0.05326 -0.47
N -0.97607 1.80538 -0.25676 0.59
H -5.14776 3.05109 0.95499 0.50
H -4.63304 5.45620 0.61877 0.41
H -2.37662 6.14694 -0.11841 0.51
C -1.07255 -2.90137 -1.87580 -1.00
N -1.39960 -1.63403 -2.49972 0.70
C -1.97506 -1.57491 -3.75045 -0.52
C -2.06665 -0.27284 -4.06691 -0.53
N -1.53728 0.43696 -3.01018 0.73
C -1.47035 1.88597 -3.07036 -1.02
C -1.11275 -0.39163 -2.02055 -0.30
Se -3.49039 0.55239 0.64877 0.39
H -0.80439 -3.61479 -2.65414 0.46
H -1.92005 -3.28833 -1.31123 0.30
H -0.20571 -2.77966 -1.22632 0.17
H -2.25165 -2.45883 -4.29321 0.53
H -2.44994 0.21641 -4.94210 0.55
H -1.26132 2.17181 -4.09994 0.44
H -0.67312 2.24563 -2.43287 0.04
H -2.42021 2.32195 -2.75846 0.29
```

The calculation puts the orbital gap at 6.30 eV. The net charge is +1.


| no. | HOMO energy (eV) |
| --- | --- |
| 1 | -8.13 |
| 2 | -9.55 |